{"formula": "C24H34BrNO9", "method": "the ωB97M-V functional and the def2-TZVPD basis", "lumo_ev": 3.481, "energy_ev": -115398.564, "orbital_gap_ev": 3.88, "homo_ev": -0.40, "molar_mass_g_mol": 560.4, "charge": -2, "elements": ["C", "C", "C", "C", "C", "C", "C", "O", "O", "C", "O", "C", "C", "C", "O", "N", "C", "C", "O", "C", "C", "C", "C", "C", "Br", "H", "H", "H", "H", "H", "H", "H", "H", "H", "H", "H", "H", "H", "H", "H", "H", "H", "H", "H", "H", "H", "H", "H", "H", "H", "H", "H", "H", "H", "H", "H", "H", "C", "C", "C", "O", "C", "C", "C", "O", "O", "O", "H", "H"], "positions_angstrom": [[-3.01, 4.03, -0.83], [-3.90, 2.82, -1.20], [-3.26, 1.99, -2.33], [-3.24, 0.46, -2.12], [-1.99, -0.07, -1.31], [-1.14, -0.71, -2.42], [0.31, -1.08, -2.23], [0.51, -2.30, -1.50], [-1.41, 1.10, -0.69], [-1.50, 1.07, 0.69], [-1.62, 2.06, 1.41], [-1.39, -0.45, 1.05], [0.16, -0.71, 0.91], [0.84, -0.23, 2.21], [1.13, -1.02, 3.10], [1.16, 1.14, 2.33], [2.23, 1.45, 1.31], [1.74, 1.42, 3.64], [-1.72, -0.66, 2.40], [-2.14, -1.95, 2.80], [-1.09, -3.05, 2.92], [-1.85, -4.34, 3.33], [-2.36, -0.93, -0.05], [-2.45, -2.43, -0.36], [-4.15, -0.39, 0.72], [-3.05, 4.27, 0.23], [-1.96, 3.82, -1.05], [-3.29, 4.91, -1.43], [-3.95, 2.22, -0.30], [-4.90, 3.16, -1.47], [-3.89, 2.12, -3.22], [-2.28, 2.36, -2.62], [-4.19, 0.14, -1.69], [-3.23, 0.04, -3.13], [-1.11, 0.04, -3.22], [-1.66, -1.57, -2.83], [0.69, -1.27, -3.25], [0.94, -0.26, -1.88], [1.45, -2.28, -1.29], [0.41, -1.77, 0.84], [0.64, -0.18, 0.09], [2.69, 2.41, 1.55], [3.01, 0.69, 1.37], [1.79, 1.50, 0.32], [1.97, 2.49, 3.66], [1.03, 1.22, 4.45], [2.68, 0.88, 3.78], [-2.96, -2.34, 2.20], [-2.57, -1.82, 3.79], [-0.57, -3.28, 1.99], [-0.39, -2.85, 3.73], [-1.14, -5.02, 3.81], [-2.60, -4.08, 4.08], [-2.32, -4.83, 2.47], [-2.73, -2.64, -1.39], [-3.23, -2.87, 0.26], [-1.52, -2.92, -0.06], [4.96, 1.95, -1.24], [4.09, 0.94, -1.62], [4.72, -0.26, -2.37], [4.02, -1.25, -2.67], [6.10, -0.19, -2.71], [6.99, 0.83, -2.36], [6.37, 1.98, -1.50], [7.07, 2.90, -1.07], [8.20, 0.90, -2.65], [2.85, 0.89, -1.39], [4.58, 2.81, -0.70], [6.46, -1.03, -3.29]]}

{"formula": "C31H35ClO11S", "method": "the ωB97M-V functional and the def2-TZVPD basis", "lumo_ev": -1.530, "energy_ev": -78591.223, "orbital_gap_ev": 8.30, "homo_ev": -9.83, "molar_mass_g_mol": 651.1, "charge": 0, "elements": ["C", "C", "C", "C", "O", "C", "C", "C", "C", "C", "C", "S", "C", "O", "O", "C", "O", "C", "C", "C", "C", "C", "Cl", "C", "C", "O", "H", "H", "H", "H", "H", "H", "H", "H", "H", "H", "H", "H", "H", "H", "H", "H", "H", "O", "C", "C", "C", "C", "O", "H", "H", "H", "H", "H", "H", "O", "C", "C", "C", "C", "O", "H", "H", "H", "H", "H", "H", "O", "C", "C", "C", "C", "O", "H", "H", "H", "H", "H", "H"], "positions_angstrom": [[-2.23, -0.41, 5.60], [-0.88, -0.36, 6.42], [0.28, 0.50, 5.76], [0.39, 0.42, 4.20], [1.17, -0.75, 3.74], [1.06, -0.70, 2.34], [2.03, 0.18, 1.67], [2.03, 0.35, 0.21], [1.01, -0.40, -0.53], [0.04, -1.28, 0.14], [0.05, -1.48, 1.61], [-1.12, -2.62, 2.43], [-0.50, -3.19, 4.07], [-1.30, -3.85, 1.66], [-2.41, -1.89, 2.65], [-0.99, -1.97, -0.81], [-2.11, -2.27, -0.51], [-0.54, -2.25, -2.29], [-1.09, -3.36, -3.05], [-0.69, -3.58, -4.45], [0.27, -2.68, -5.05], [0.85, -1.54, -4.34], [1.98, -0.45, -5.17], [0.43, -1.35, -2.94], [0.99, -0.19, -2.09], [1.39, 0.88, -2.50], [-2.38, -1.45, 5.20], [-3.07, -0.27, 6.34], [-2.35, 0.39, 4.84], [-0.48, -1.37, 6.71], [-1.12, 0.15, 7.40], [1.25, 0.08, 6.16], [0.27, 1.58, 6.06], [-0.59, 0.50, 3.65], [1.00, 1.32, 3.87], [2.82, 0.74, 2.22], [2.76, 1.03, -0.28], [0.56, -3.52, 3.87], [-1.10, -4.05, 4.46], [-0.40, -2.34, 4.80], [-1.85, -4.01, -2.54], [-1.15, -4.44, -4.98], [0.55, -2.87, -6.12], [3.02, 4.00, -9.73], [2.68, 3.80, -8.60], [1.89, 4.74, -7.72], [2.11, 4.16, -6.34], [2.30, 2.68, -6.64], [2.93, 2.64, -7.93], [0.84, 4.71, -8.02], [2.28, 5.76, -7.79], [1.29, 4.35, -5.64], [3.02, 4.56, -5.91], [1.35, 2.15, -6.70], [2.94, 2.20, -5.90], [2.89, 6.07, -4.50], [2.84, 5.74, -3.35], [3.80, 4.80, -2.65], [3.04, 4.44, -1.39], [2.20, 5.69, -1.16], [1.91, 6.20, -2.47], [4.72, 5.33, -2.44], [3.99, 3.92, -3.26], [3.68, 4.20, -0.54], [2.38, 3.59, -1.58], [2.74, 6.45, -0.59], [1.27, 5.46, -0.64], [-5.04, -5.05, 6.81], [-4.93, -4.95, 5.62], [-4.33, -3.78, 4.88], [-4.81, -4.02, 3.46], [-4.93, -5.52, 3.41], [-5.30, -5.92, 4.74], [-3.25, -3.82, 4.95], [-4.71, -2.83, 5.27], [-4.14, -3.61, 2.71], [-5.79, -3.56, 3.32], [-3.98, -6.01, 3.15], [-5.69, -5.85, 2.70]]}

{"formula": "C32H30F3N7O2ReS2SeTe", "method": "the ωB97M-V functional and the def2-TZVPD basis", "lumo_ev": [-5.103, -6.701], "energy_ev": -152778.338, "spin_multiplicity": 4, "de_lowest_kj_mol": 0.0, "orbital_gap_ev": [6.99, 5.39], "homo_ev": [-12.10, -12.09], "molar_mass_g_mol": 1058.5, "charge": 2, "elements": ["Re", "O", "N", "C", "C", "C", "C", "C", "S", "H", "H", "H", "H", "F", "C", "F", "F", "C", "C", "C", "C", "N", "C", "S", "H", "H", "H", "C", "N", "C", "C", "C", "N", "C", "O", "N", "H", "H", "H", "H", "H", "H", "H", "C", "N", "C", "Se", "N", "C", "C", "C", "C", "C", "C", "H", "H", "H", "H", "H", "H", "H", "H", "C", "Te", "C", "C", "C", "C", "C", "C", "C", "H", "H", "H", "H", "H", "H", "H", "H"], "positions_angstrom": [[9.26, -11.71, 15.35], [10.70, -10.42, 15.63], [10.80, -9.35, 14.84], [12.02, -8.85, 14.56], [12.13, -7.70, 13.80], [10.98, -7.06, 13.35], [9.76, -7.65, 13.65], [9.64, -8.82, 14.40], [8.13, -9.65, 14.67], [12.85, -9.39, 15.00], [13.12, -7.29, 13.57], [10.98, -6.16, 12.74], [8.85, -7.22, 13.29], [13.82, -15.60, 13.15], [13.04, -14.51, 13.16], [12.22, -14.63, 12.10], [13.84, -13.44, 12.99], [12.26, -14.40, 14.45], [12.58, -15.17, 15.54], [11.96, -15.02, 16.78], [10.97, -14.09, 16.86], [10.60, -13.37, 15.78], [11.21, -13.51, 14.60], [10.47, -12.49, 13.41], [13.36, -15.92, 15.48], [12.20, -15.64, 17.63], [10.39, -13.90, 17.76], [6.62, -13.83, 11.33], [6.86, -14.06, 12.74], [6.68, -15.27, 13.32], [6.90, -15.43, 14.64], [7.43, -14.34, 15.38], [7.70, -13.16, 14.78], [7.35, -12.98, 13.44], [7.49, -11.92, 12.89], [7.70, -14.48, 16.68], [6.28, -14.76, 10.89], [7.51, -13.52, 10.81], [5.87, -13.05, 11.19], [6.34, -16.09, 12.68], [6.72, -16.37, 15.13], [7.50, -15.38, 17.12], [8.01, -13.70, 17.23], [6.74, -11.21, 20.54], [6.21, -10.90, 19.21], [6.88, -10.96, 18.06], [8.67, -11.48, 17.95], [6.04, -10.51, 17.09], [4.81, -10.18, 17.64], [3.63, -9.65, 17.11], [2.58, -9.44, 17.99], [2.70, -9.73, 19.36], [3.88, -10.21, 19.89], [4.90, -10.45, 18.98], [7.76, -11.58, 20.44], [6.11, -11.97, 20.99], [6.70, -10.31, 21.14], [6.28, -10.39, 16.12], [3.55, -9.37, 16.06], [1.64, -9.00, 17.64], [1.85, -9.54, 20.00], [3.95, -10.45, 20.95], [12.72, -11.30, 20.19], [12.19, -10.91, 18.18], [14.23, -11.18, 17.69], [14.94, -11.25, 19.02], [16.32, -11.19, 19.08], [16.98, -11.22, 20.30], [16.26, -11.35, 21.47], [14.88, -11.44, 21.42], [14.21, -11.33, 20.21], [12.28, -12.24, 20.51], [12.30, -10.51, 20.81], [14.60, -10.31, 17.12], [14.37, -12.07, 17.07], [16.90, -11.15, 18.18], [18.07, -11.12, 20.33], [16.77, -11.37, 22.42], [14.34, -11.50, 22.34]]}

{"formula": "C3H2F2O", "method": "the ωB97M-V functional and the def2-TZVPD basis", "lumo_ev": 0.199, "energy_ev": -10624.484, "de_lowest_kj_mol": 47.4, "orbital_gap_ev": 10.41, "homo_ev": -10.21, "molar_mass_g_mol": 92.0, "charge": 0, "elements": ["O", "C", "C", "C", "F", "F", "H", "H"], "positions_angstrom": [[-1.78, 1.01, -0.10], [-1.30, -0.09, 0.02], [0.11, -0.51, 0.04], [1.08, 0.41, -0.04], [0.98, 1.71, 0.05], [2.34, 0.05, -0.06], [-1.90, -1.04, 0.19], [0.45, -1.53, -0.10]]}

{"formula": "H12O6", "method": "the ωB97M-V functional and the def2-TZVPD basis", "lumo_ev": -0.362, "energy_ev": -12479.007, "de_lowest_kj_mol": 203.2, "orbital_gap_ev": 10.07, "homo_ev": -10.43, "molar_mass_g_mol": 108.1, "charge": 0, "elements": ["O", "H", "H", "O", "H", "H", "O", "H", "H", "O", "H", "H", "O", "H", "H", "O", "H", "H"], "positions_angstrom": [[-2.10, 0.85, -0.02], [-2.79, 0.53, -0.60], [-2.20, 1.80, -0.20], [-1.25, -3.51, 0.46], [-2.03, -2.93, 0.36], [-0.56, -2.87, 0.71], [0.01, 0.46, -1.76], [-0.51, 0.91, -2.42], [-0.65, 0.46, -1.08], [2.85, -0.36, -0.47], [2.21, 0.04, 0.15], [3.70, 0.13, -0.51], [1.49, 1.50, 0.91], [0.98, 2.23, 0.57], [2.37, 1.89, 1.07], [-0.44, -0.76, 0.96], [-1.26, -0.29, 0.88], [0.17, -0.09, 1.00]]}

{"formula": "C4H4OS", "method": "the ωB97M-V functional and the def2-TZVPD basis", "lumo_ev": 0.871, "energy_ev": -17093.600, "de_lowest_kj_mol": 149.1, "orbital_gap_ev": 8.35, "homo_ev": -7.48, "molar_mass_g_mol": 100.1, "charge": 0, "elements": ["C", "C", "S", "C", "C", "O", "H", "H", "H", "H"], "positions_angstrom": [[0.03, 0.41, -1.29], [-1.11, 0.68, -0.67], [-1.55, 0.20, 0.92], [0.00, -0.56, 1.35], [1.02, -0.68, 0.55], [1.08, -0.28, -0.78], [0.26, 0.88, -2.27], [-1.85, 1.39, -1.06], [0.09, -1.00, 2.32], [2.02, -1.05, 0.93]]}

{"formula": "C49H55BrFN8O8PRbSi", "method": "the ωB97M-V functional and the def2-TZVPD basis", "lumo_ev": -0.233, "energy_ev": -170591.244, "orbital_gap_ev": 3.32, "homo_ev": -3.55, "molar_mass_g_mol": 1127.5, "charge": -1, "elements": ["Rb", "Br", "C", "C", "C", "C", "C", "N", "C", "O", "O", "H", "H", "H", "C", "C", "N", "C", "C", "C", "O", "O", "C", "O", "C", "C", "C", "F", "C", "C", "C", "N", "C", "C", "N", "C", "C", "H", "H", "H", "H", "H", "H", "H", "H", "H", "H", "H", "H", "H", "H", "H", "H", "H", "H", "C", "C", "C", "C", "C", "C", "N", "N", "Si", "C", "C", "C", "H", "H", "H", "H", "H", "H", "H", "H", "H", "H", "H", "H", "H", "H", "H", "N", "P", "C", "C", "C", "C", "C", "C", "C", "C", "C", "C", "C", "C", "C", "C", "C", "C", "C", "N", "H", "H", "H", "H", "H", "H", "H", "H", "H", "H", "H", "H", "H", "H", "H", "O", "H", "H", "O", "H", "H", "O", "C"], "positions_angstrom": [[0.43, 0.23, -0.84], [2.29, 2.17, 2.32], [0.76, 1.38, 3.15], [0.66, 1.40, 4.54], [-0.47, 0.83, 5.09], [-1.43, 0.29, 4.26], [-1.23, 0.32, 2.88], [-0.13, 0.86, 2.35], [-2.29, -0.33, 1.92], [-3.43, -0.40, 2.40], [-1.84, -0.73, 0.85], [1.45, 1.83, 5.14], [-0.59, 0.82, 6.17], [-2.34, -0.16, 4.63], [3.89, -6.23, 3.50], [3.79, -4.82, 4.06], [3.06, -3.94, 3.18], [3.76, -3.09, 2.35], [3.23, -2.38, 1.35], [4.17, -1.37, 0.58], [5.37, -1.64, 0.66], [3.59, -0.43, 0.04], [1.82, -2.50, 1.04], [1.27, -2.16, 0.00], [1.05, -3.16, 2.13], [-0.34, -3.02, 2.14], [-1.08, -3.67, 3.09], [-2.42, -3.50, 3.15], [-0.49, -4.55, 3.99], [0.90, -4.68, 4.00], [1.69, -3.93, 3.12], [-1.21, -5.38, 4.91], [-0.90, -5.25, 6.33], [-0.98, -6.69, 6.92], [-1.64, -7.47, 5.86], [-2.96, -6.88, 5.55], [-2.64, -5.60, 4.74], [4.44, -6.88, 4.17], [4.40, -6.21, 2.54], [2.89, -6.65, 3.34], [4.80, -4.41, 4.17], [3.33, -4.82, 5.06], [4.82, -3.01, 2.55], [-0.82, -2.37, 1.42], [1.35, -5.35, 4.71], [-1.62, -4.58, 6.83], [0.09, -4.82, 6.45], [-1.54, -6.72, 7.85], [0.02, -7.10, 7.08], [-1.64, -8.48, 6.01], [-1.09, -7.10, 5.01], [-3.50, -6.66, 6.47], [-3.56, -7.58, 4.96], [-3.25, -4.75, 5.09], [-2.85, -5.74, 3.68], [-0.98, -0.28, -4.93], [-1.90, 0.83, -4.49], [-2.89, 1.27, -5.36], [-3.81, 2.20, -4.87], [-3.71, 2.62, -3.58], [-2.64, 2.17, -2.75], [-1.74, 1.30, -3.26], [-2.48, 2.58, -1.51], [-3.58, 3.23, -0.40], [-4.31, 4.98, -0.78], [-2.70, 3.49, 1.28], [-5.08, 2.09, -0.07], [-1.49, -1.23, -4.82], [-0.09, -0.30, -4.30], [-0.69, -0.17, -5.98], [-2.96, 0.88, -6.36], [-4.61, 2.56, -5.51], [-4.42, 3.31, -3.16], [-3.54, 5.74, -0.67], [-5.12, 5.24, -0.09], [-4.70, 5.05, -1.79], [-1.77, 4.03, 1.18], [-2.49, 2.53, 1.74], [-3.34, 4.04, 1.96], [-5.48, 1.71, -1.00], [-5.89, 2.58, 0.47], [-4.76, 1.23, 0.52], [1.27, 1.97, -4.80], [0.81, 2.64, -3.27], [2.18, 3.87, -3.12], [2.23, 4.62, -1.96], [3.17, 5.63, -1.82], [4.08, 5.88, -2.83], [4.06, 5.10, -3.97], [3.12, 4.10, -4.12], [-0.33, 3.93, -3.92], [-0.94, 4.75, -2.97], [-1.85, 5.71, -3.34], [-2.19, 5.88, -4.68], [-1.57, 5.10, -5.63], [-0.64, 4.14, -5.26], [2.13, 0.92, -4.66], [2.45, 0.02, -5.69], [3.37, -0.97, -5.41], [3.93, -1.04, -4.14], [3.56, -0.10, -3.19], [2.69, 0.85, -3.45], [0.54, 1.85, -5.49], [1.54, 4.41, -1.16], [3.19, 6.23, -0.92], [4.82, 6.66, -2.71], [4.79, 5.27, -4.76], [3.12, 3.48, -5.01], [-0.69, 4.62, -1.93], [-2.32, 6.33, -2.59], [-2.93, 6.61, -4.97], [-1.81, 5.23, -6.68], [-0.16, 3.57, -6.04], [1.99, 0.11, -6.66], [3.64, -1.69, -6.17], [4.65, -1.81, -3.89], [3.97, -0.11, -2.19], [0.02, 2.73, -0.36], [-0.12, 2.12, 0.37], [-0.85, 2.69, -0.83], [4.37, 2.19, -0.48], [4.24, 1.26, -0.21], [3.65, 2.34, -1.10], [-0.99, -1.65, -1.91], [-0.13, -2.05, -2.49]]}

Q: Which of these has the highest charge?
A: C32H30F3N7O2ReS2SeTe

Q: Number 6 is which compound?
A: C4H4OS

Q: The lowest charge belongs to which entry?
A: C24H34BrNO9

Q: The lowest charge belongs to which entry?
A: C24H34BrNO9